The following is a quantum chemistry calculation of an isolated ion of composition C11H13N2 and charge +1 at a distorted geometry, from OMol25.

CARTESIAN COORDINATES (ANGSTROEM)
C 1.26784 0.09394 1.11749
C 1.51895 -1.27360 1.40778
C -0.56196 -1.66205 0.25984
C 0.16442 0.59231 0.45145
C -0.84754 -0.27320 0.03514
C 0.62577 -2.14082 0.80981
C 0.27639 1.65895 -3.03818
C 0.15844 2.16327 0.33252
C -2.03837 0.01077 -0.59333
C 0.86881 2.82477 -0.87881
C 0.79517 -3.65575 0.85530
N 0.53144 2.07343 -1.97874
N -2.44463 1.05376 -1.25007
H 2.01125 0.72661 1.46324
H 2.39800 -1.61565 1.82829
H -1.20829 -2.38597 -0.15522
H -0.86012 2.30438 0.60406
H 0.56110 2.49923 1.28082
H -2.78818 -0.81129 -0.45694
H 2.01076 2.78671 -0.72798
H 0.96894 -3.92382 1.85221
H -0.17397 -3.96549 0.41222
H 1.61994 -4.14277 0.20246
H 0.56083 3.93241 -0.92072
H -1.96469 1.96438 -1.19980
H -3.45029 1.16547 -1.71283

## Properties
E = -536.1291 a.u.
Kohn-Sham gap = 8.11 eV
Charge = +1
HOMO = -13.2 eV

natural (NBO) atomic charge list, values in e, 2 entries: -0.20, -0.08

The following is a quantum chemistry calculation of a 2-piece molecular cluster, C11H13N2O2 overall at a distorted geometry, from OMol25.

CARTESIAN COORDINATES (ANGSTROEM)
C -3.31628 -0.14143 -0.40881
C -2.56934 -0.03905 -1.55699
C -2.69232 0.19393 0.84586
C -1.22547 0.34499 -1.51451
C -1.34898 0.59015 0.80629
C 1.13830 2.48552 -0.50305
C -0.56042 0.61992 -0.33107
C 0.78620 1.19034 -0.33581
C 2.89145 1.29606 -0.17162
C 0.76484 -2.28348 2.06838
C 1.17735 -1.84670 -0.28950
N 1.89328 0.47326 -0.02428
N 2.46750 2.55523 -0.33005
O 0.84535 -1.73317 -1.53504
O 0.32446 -1.91087 0.70159
H -4.37052 -0.38320 -0.41584
H -3.07194 -0.14304 -2.47334
H -3.33856 0.27155 1.65013
H -0.70485 0.37658 -2.45636
H -0.70839 0.89894 1.76302
H 0.37724 3.31547 -0.73150
H -0.11005 -2.94141 2.43022
H 0.59764 -1.40269 2.70279
H 1.80589 -2.55988 2.05960
H 3.86448 1.12611 0.02277
H 2.19251 -2.04418 0.00009
H 2.99294 3.51893 -0.23764
H -0.10232 -1.82789 -1.73531

## Properties
E = -686.6438 a.u.
Kohn-Sham gap = 8.85 eV
Charge = +1
HOMO = -12.2 eV

natural (NBO) atomic charge list, values in e, 2 entries: -0.18, -0.23

The following is a quantum chemistry calculation of C11H13N2O6Ti as an isolated structure at a distorted geometry, from OMol25.

CARTESIAN COORDINATES (ANGSTROEM)
O -0.44256 3.63901 -3.23923
C -0.31294 2.61770 -2.76151
Ti 0.41985 -1.31700 0.00517
O -0.38828 1.82971 0.41539
C -0.13100 0.95382 -0.30078
C -1.40491 -2.30125 -0.97534
O -1.68608 -3.01538 -1.92893
C 2.27000 -0.11182 -0.43367
O 3.22074 0.47848 -0.85778
C -1.90135 -0.87455 -0.58532
O -2.99713 -0.46377 -0.84938
H 1.85042 -0.83948 -1.17941
C -1.30325 -3.20690 2.54341
N -0.48485 -2.56661 3.58723
C -0.66634 -3.00440 4.98257
C 0.52907 -2.49666 5.76378
C 0.78017 -1.00769 5.60262
N 0.87195 -0.74010 4.16156
C 1.52789 0.48414 3.71291
C 0.30575 -1.52658 3.24309
O 0.52260 -1.28643 1.96114
H -2.14426 -2.56606 2.25137
H -1.68614 -4.15491 2.92809
H -0.70588 -3.42283 1.64946
H -1.63060 -2.57447 5.35883
H -0.72936 -4.11928 4.96705
H 1.41881 -3.01873 5.40282
H 0.37820 -2.71667 6.81713
H 1.74185 -0.68679 6.05416
H -0.05259 -0.39100 6.02516
H 0.81387 1.21677 3.29154
H 2.04798 0.95752 4.55691
H 2.27246 0.28160 2.92238

## Properties
E = -1836.9592 a.u.
Kohn-Sham gap (alpha / beta) = 6.47 / 6.69 eV
2S+1 = 3
Charge = +1
HOMO (alpha / beta) = -11.6 / -11.9 eV

natural (NBO) atomic charge list, values in e, 2 entries: -0.46, 0.49

The following is a quantum chemistry calculation of an isolated ion of composition C11H13N2OS and charge +1 at a distorted geometry, from OMol25.

CARTESIAN COORDINATES (ANGSTROEM)
C -2.59089 -1.36239 -0.65196
C -3.81277 -0.80980 -0.69217
C -0.06837 -1.39901 -0.04661
C -1.43349 -0.73765 -0.05151
C 1.24219 -0.50242 -0.01255
C 0.96057 0.85360 0.22203
C -1.52885 0.59972 0.37826
C -4.01199 0.49772 -0.16334
C 0.81317 -1.55877 1.09529
C 2.29943 -1.05080 -0.86854
C 3.53021 2.00383 0.34759
N -2.76759 1.10261 0.36193
N -0.43143 1.30575 0.84511
O -5.01951 1.16223 -0.14643
S 1.88940 2.14116 -0.44222
H -2.35310 -2.33763 -1.01285
H -4.71778 -1.25724 -1.11443
H 0.05650 -2.15316 -0.76892
H 0.51661 -1.12441 1.98490
H 1.57791 -2.35450 1.09563
H 1.99903 -1.93080 -1.32044
H 3.09626 -1.20258 -0.28542
H 2.53845 -0.31982 -1.71371
H 3.89802 2.99197 0.50795
H 4.29538 1.51577 -0.36044
H 3.57529 1.41762 1.25032
H -2.95832 2.17053 0.49777
H -0.59433 2.33848 1.06475

## Properties
E = -1009.5663 a.u.
Kohn-Sham gap = 6.17 eV
Charge = +1
HOMO = -11.6 eV

natural (NBO) atomic charge list, values in e, 2 entries: -0.10, -0.31

The following is a quantum chemistry calculation of C11H13N4 as an isolated structure at a distorted geometry, from OMol25.

CARTESIAN COORDINATES (ANGSTROEM)
C -2.12924 -1.39738 3.86269
C -3.10487 -1.04582 2.99095
C -0.81399 -1.62646 3.53808
C -2.68985 -0.63211 1.68986
C -0.34762 -1.17084 2.26286
C -1.30036 -0.66142 1.32014
C 2.41466 1.18682 -2.83330
C 1.13720 1.54080 -3.18606
C 0.99004 0.47953 -1.24823
C 3.28848 -0.48593 -1.15123
C -1.07354 1.57051 -2.04216
N -1.06410 -0.20397 0.11964
N 0.73374 -0.02279 -0.10737
N 2.28376 0.35497 -1.74548
N 0.26827 1.18386 -2.14494
H -2.55127 -1.71218 4.78148
H -4.03518 -0.84796 3.32864
H -0.05120 -1.78806 4.24660
H -3.37897 -0.20102 0.92445
H 0.71272 -1.26320 1.89872
H 3.24663 1.16460 -3.43829
H 1.00999 2.31325 -3.89990
H 4.29478 -0.10569 -1.38135
H 2.98046 -0.53004 -0.04545
H 3.24945 -1.38192 -1.86250
H -1.37768 1.66319 -0.99549
H -0.98509 2.67980 -2.37992
H -1.70723 0.93945 -2.50245

## Properties
E = -645.5460 a.u.
Kohn-Sham gap (alpha / beta) = 5.63 / 7.84 eV
Charge = +1
HOMO (alpha / beta) = -11.5 / -12.5 eV

natural (NBO) atomic charge list, values in e, 2 entries: -0.14, -0.20

The following is a quantum chemistry calculation of C11H13N7O2PdS3 as an isolated structure, from OMol25.

CARTESIAN COORDINATES (ANGSTROEM)
Pd -1.21011 -0.12413 -0.27218
S -0.22539 0.84129 1.78111
C 1.10436 -0.20685 2.02368
C 2.11600 0.22797 2.87741
C 3.27693 -0.53692 3.07199
C 4.30737 -0.03061 3.92223
N 5.12722 0.37662 4.61400
C 3.39970 -1.77824 2.45076
C 2.35732 -2.26004 1.63887
C 1.22289 -1.49178 1.39574
S 0.02776 -2.16502 0.36767
C 4.56120 -2.58566 2.64302
N 5.49166 -3.23841 2.80181
H 2.01747 1.17244 3.39545
H 2.44878 -3.24351 1.19688
C 2.07981 2.81230 -3.42035
O 1.91347 1.67713 -2.54335
C 0.78827 1.43468 -1.93195
O 0.71279 0.42200 -1.22287
N -0.24153 2.29953 -2.08183
N -1.45190 2.03507 -1.42114
H 3.08738 2.71725 -3.80983
H 1.99256 3.74232 -2.85799
H 1.36721 2.76100 -4.24384
H -0.17907 3.10660 -2.68332
H -2.19231 1.89451 -2.10498
H -1.69713 2.82470 -0.82911
N -3.14701 -0.83959 0.92965
N -4.24986 -1.16887 0.12717
C -4.15013 -1.26678 -1.21575
N -5.24015 -1.64306 -1.87090
S -2.72573 -0.94029 -2.08331
H -2.85666 -1.66263 1.45370
H -3.41888 -0.11564 1.59008
H -5.10378 -1.43881 0.59658
H -6.11154 -1.86219 -1.41262
H -5.19898 -1.74639 -2.87249

## Properties
E = -2282.5453 a.u.
Kohn-Sham gap (alpha / beta) = 8.34 / 5.55 eV
2S+1 = 5
Charge = +2
HOMO (alpha / beta) = -14.8 / -15.5 eV

Löwdin atomic charge list, values in e, 2 entries: 0.46, 0.86

The following is a quantum chemistry calculation of one molecule with the formula C11H13NO2Se at a distorted geometry, from OMol25.

CARTESIAN COORDINATES (ANGSTROEM)
C 1.13204 -1.96149 -2.36493
C 0.80229 -0.57934 -2.53381
C 1.65168 -2.51775 -1.19869
C 1.23874 0.28033 -1.56712
C 1.92512 -1.59389 -0.17919
C 1.71267 -0.18899 -0.37770
C -1.56397 -0.25317 0.39092
C -1.52080 1.04615 0.63266
C -2.26086 -0.80020 -0.74195
C 0.86603 2.31652 1.29745
C -0.75547 1.69690 1.67042
N -0.57178 0.92502 2.89101
O -0.92055 1.52186 3.87864
O -0.03403 -0.14273 2.79416
Se 2.06989 0.88101 1.32390
H 0.87728 -2.60686 -3.18922
H 0.30821 -0.18328 -3.42116
H 1.73760 -3.61300 -1.15303
H 0.89658 1.29178 -1.42934
H 2.24622 -2.02407 0.75861
H -0.84004 -0.89611 0.90701
H -2.15432 1.73267 0.02870
H -2.92003 -0.11003 -1.32711
H -2.90644 -1.57463 -0.27551
H -1.49896 -1.15462 -1.31709
H 1.01494 3.04919 2.17205
H 0.70143 2.84089 0.33461
H -1.23350 2.61783 1.99573

## Properties
E = -3033.4204 a.u.
Kohn-Sham gap = 8.55 eV
HOMO = -7.9 eV

natural (NBO) atomic charge list, values in e, 2 entries: -0.21, -0.21

The following is a quantum chemistry calculation of an isolated ion of composition C11H13NP and charge +1 at a distorted geometry, from OMol25.

CARTESIAN COORDINATES (ANGSTROEM)
C -0.66237 0.08616 -3.40487
C 0.45905 -2.32925 1.13189
C -0.59489 1.21639 -2.67873
C 0.11056 -0.59766 3.08030
C -0.15531 -1.10520 -2.85355
C 0.35754 -1.07503 1.84045
C 0.02769 1.14667 -1.33321
C 0.06194 0.87981 3.03887
C -0.01069 1.25241 1.54317
C 0.53910 0.02326 0.78267
C -0.15854 -0.20027 -0.60986
N 0.18274 -1.32848 -1.58435
P 0.67111 -2.98732 -1.35414
H -1.04422 0.05956 -4.41200
H 0.39469 -3.27856 1.64422
H -0.91096 2.17297 -3.06060
H -0.02435 -1.17873 3.97368
H -0.02633 -1.95003 -3.52380
H 1.09987 1.35724 -1.43702
H -0.38760 1.93954 -0.71567
H -0.78209 1.27192 3.60964
H 0.96708 1.28370 3.50815
H -1.05735 1.41518 1.28124
H 0.55439 2.15909 1.33749
H 1.61262 0.13752 0.60187
H -1.22367 -0.37085 -0.40586

## Properties
E = -822.6015 a.u.
Kohn-Sham gap (alpha / beta) = 5.11 / 5.41 eV
Charge = +1
HOMO (alpha / beta) = -10.7 / -10.8 eV

natural (NBO) atomic charge list, values in e, 2 entries: -0.31, -0.04